DFT (ωB97M-V/def2-TZVPD) results for a single C12H29FINO5P2 molecule in a non-equilibrium geometry.

Calculated values
- Structure (SMILES): CCOCCOCCOCP(F)(I)(CCCCOC)P(N)O
- F_max: 1.92 eV Å⁻¹
- Gap between HOMO and LUMO: 0.3031 Eh
- HOMO energy: -0.2876 Ha
- 2S+1: 1

Geometry as XYZ:
```
51
Properties=species:S:1:pos:R:3:forces:R:3:mulliken_charge:R:1
C -3.003 1.154 1.788 0.1 -0.1 0.2 -1.035
C -2.912 2.627 1.534 0.2 0.0 0.0 -0.345
O -1.550 2.983 1.444 0.0 -0.2 -0.1 -0.180
C -1.331 4.051 0.569 0.3 0.4 0.6 -0.557
C 0.152 4.503 0.627 -0.7 -0.3 -0.2 -0.514
O 0.868 3.787 1.596 0.1 0.2 -0.1 -0.293
C 2.060 3.202 1.143 0.0 0.0 0.7 -0.624
C 2.288 1.930 1.907 -0.7 0.0 -0.3 -0.541
O 1.131 1.120 1.700 0.1 -0.2 0.7 -0.024
C 1.339 -0.223 1.939 0.2 0.5 -0.6 -0.980
P 1.571 -1.247 0.349 -1.1 -1.3 0.9 0.753
F 2.835 -0.890 -0.512 0.5 0.3 -0.7 -0.321
I 0.333 0.603 -0.984 -0.4 0.3 -1.0 -0.383
C 0.370 -2.513 -0.313 -0.1 0.5 -0.4 -1.116
C 0.742 -3.000 -1.736 -0.5 0.2 0.2 -0.589
C -0.482 -3.150 -2.664 0.5 -0.4 0.2 -0.574
C -0.480 -2.250 -3.869 -0.8 0.1 -0.4 -0.490
O -1.742 -2.332 -4.532 0.3 -0.1 -0.3 -0.397
C -2.604 -1.292 -4.173 -0.2 0.1 0.4 -0.654
P 2.910 -2.741 1.393 1.3 -0.1 0.7 -0.016
N 2.263 -2.958 2.991 -0.3 0.2 -0.9 -0.691
O 2.555 -4.219 0.739 -0.4 0.0 0.3 -0.438
H -2.314 0.880 2.574 0.3 0.0 0.3 0.227
H -2.727 0.599 0.906 0.0 -0.3 -0.4 0.183
H -3.995 0.880 2.116 -0.4 -0.2 0.0 0.421
H -3.427 2.889 0.614 -0.2 0.0 -0.3 0.366
H -3.395 3.170 2.345 0.0 0.3 0.2 0.281
H -1.611 3.797 -0.452 -0.1 -0.2 -0.3 0.356
H -1.947 4.892 0.882 -0.3 0.3 0.0 0.344
H 0.580 4.376 -0.360 0.3 -0.2 -0.3 0.329
H 0.164 5.567 0.836 0.2 0.3 0.2 0.341
H 2.899 3.861 1.363 0.3 0.2 -0.3 0.280
H 2.024 2.929 0.096 -0.1 0.2 -0.4 0.324
H 3.165 1.459 1.482 0.4 -0.3 0.1 0.459
H 2.404 2.116 2.969 0.2 0.0 0.3 0.282
H 2.237 -0.359 2.525 0.4 -0.3 0.2 0.453
H 0.511 -0.654 2.486 -0.4 -0.2 0.0 0.393
H 0.245 -3.347 0.366 0.3 -0.2 0.3 0.515
H -0.582 -2.025 -0.388 -0.5 0.5 0.1 0.680
H 1.421 -2.291 -2.188 0.4 0.1 -0.2 0.484
H 1.228 -3.958 -1.653 0.5 -0.2 0.1 0.319
H -1.412 -3.041 -2.126 -0.3 0.2 0.3 0.390
H -0.489 -4.162 -3.041 -0.1 -0.4 -0.1 0.231
H -0.288 -1.218 -3.624 0.2 0.5 0.3 0.294
H 0.252 -2.561 -4.600 0.4 -0.2 -0.1 0.321
H -2.929 -1.373 -3.136 0.0 0.0 0.3 0.254
H -3.493 -1.334 -4.782 -0.2 -0.2 -0.4 0.279
H -2.152 -0.311 -4.300 0.2 0.2 -0.1 0.278
H 1.268 -2.782 3.068 0.0 -0.1 0.3 0.298
H 2.769 -2.345 3.613 0.0 -0.2 0.3 0.313
H 2.282 -4.799 1.469 0.1 0.0 -0.3 0.313
```
Positions in Å, forces in eV/Å.